1.
{
  "formula": "C49H47FHfN7O5S",
  "method": "wB97M-V/def2-TZVPD",
  "lumo_ha": -0.1210,
  "charge": 1,
  "gap_ev": 5.1,
  "homo_energy_ev": -8.40,
  "symbols": ["O", "H", "C", "H", "H", "C", "C", "H", "C", "C", "C", "H", "C", "C", "H", "H", "C", "H", "H", "C", "C", "C", "O", "C", "H", "C", "H", "N", "C", "H", "H", "H", "S", "N", "C", "C", "N", "C", "H", "N", "H", "C", "H", "C", "H", "C", "C", "C", "C", "H", "C", "H", "H", "O", "C", "N", "H", "H", "H", "H", "C", "C", "N", "H", "H", "C", "H", "C", "H", "C", "C", "C", "H", "H", "C", "H", "C", "C", "H", "C", "C", "C", "N", "C", "C", "H", "C", "H", "O", "H", "C", "H", "O", "H", "C", "C", "C", "C", "H", "H", "H", "H", "H", "H", "H", "H", "H", "C", "Hf", "F", "C"],
  "coordinates": [[-0.88883, -0.11899, -1.77207], [0.64807, 2.64964, 3.93909], [1.70936, -1.14457, 6.04468], [-6.75871, -2.21024, -5.18159], [-1.83325, -5.67542, 0.46079], [-4.01799, 1.61612, -1.70332], [-2.77160, 1.27403, -1.30394], [2.70723, 4.85317, 2.96211], [-2.88530, -0.55929, -2.90257], [1.71511, 4.97965, 3.42400], [2.86077, -1.67011, -1.09670], [5.18396, 2.31364, 2.96656], [3.18336, 1.43962, 0.38485], [1.16424, -0.75089, 4.83416], [-6.06108, 2.54748, -2.68530], [2.53517, -3.10256, 2.82232], [-4.21497, -3.36408, -6.99963], [4.58718, -2.89141, -1.46059], [1.48362, -0.58835, 6.94493], [3.96192, -2.09801, -1.84357], [3.41056, -0.42063, -3.45361], [0.97527, -0.96649, 2.37250], [1.60044, -1.23403, 1.30363], [-1.47370, -4.68267, 0.22060], [-0.19412, 4.45532, -3.61242], [2.54571, -2.25066, 6.10246], [3.30920, 1.09729, -0.63461], [0.82992, 1.71402, -1.97796], [0.36440, 3.54505, -3.44666], [0.60800, 5.88093, 1.36906], [0.50083, 0.10169, 4.76459], [3.46653, -3.84789, 5.00344], [-2.52746, -0.88543, 0.72261], [2.07014, -0.67093, -1.45330], [0.51682, 4.79318, 1.36094], [2.83274, -2.97246, 4.95085], [-4.89215, -2.41351, -6.12517], [-6.00610, 1.54101, -3.09314], [5.31325, 1.59077, 0.58188], [-5.90294, -2.24724, -8.37640], [-7.73398, -3.03261, -7.65860], [-2.13352, 2.14842, -0.25141], [-0.46483, 4.54009, 0.98619], [3.66140, 0.27977, -4.67458], [-7.44593, -1.33167, -7.27078], [-6.30819, -2.73385, -6.01813], [4.28576, 2.14769, 2.38463], [-7.17031, 0.71548, -2.55231], [1.23582, 3.05970, -4.38475], [1.28570, 4.38824, 0.67996], [-4.76756, -0.73693, -4.39705], [1.48198, 6.04578, 3.44737], [-4.39419, -3.50992, -9.17547], [-1.05069, 1.70622, 0.29106], [2.36761, -0.01232, -2.59849], [-4.70542, 1.00107, -2.70539], [2.97858, 2.76159, 3.95203], [0.15437, -5.35364, -1.04820], [-4.11225, -4.35856, -6.55635], [0.98970, -3.07153, -1.42065], [-3.01362, -2.34903, -4.49345], [-2.09507, 0.16700, -1.90885], [0.65181, 4.29916, 2.71616], [4.46106, -0.07720, -5.31110], [-5.68815, -4.33827, -8.30880], [1.85892, 2.19255, 2.21550], [2.64058, -2.14137, -0.15215], [2.31057, -2.56603, 3.73506], [5.05434, -1.79894, -3.66211], [-4.14473, -0.09388, -3.32195], [0.12137, -3.23482, -0.79678], [-0.34347, -4.51056, -0.59042], [-0.40600, 3.25555, -1.45532], [-0.28558, 2.44597, 2.45178], [0.21763, 2.84870, -2.24117], [-6.05195, 1.62808, -4.18048], [-6.98109, -2.31337, -7.34261], [-4.22124, -1.86220, -5.00037], [1.41412, 3.58202, -5.31665], [0.63864, 2.83625, 2.86080], [1.47662, -1.45416, 3.67583], [2.92975, 1.36306, -5.00773], [-0.44593, -2.13039, -0.28241], [4.35490, 1.73057, 1.06909], [-2.34799, -1.70083, -3.48732], [-5.30656, -1.45533, -8.11895], [1.88972, 1.59622, 0.92154], [3.11217, 1.88875, -5.93685], [-0.05192, -0.23812, 2.28633], [2.97393, -2.55503, 7.04878], [4.22192, -1.49028, -3.04180], [-7.16120, 0.73097, -1.46315], [-2.64772, 3.23238, -0.03358], [-1.40189, -2.07807, -3.11906], [-5.04050, -3.46396, -8.30247], [-1.62197, -2.28490, 0.37406], [-2.12506, -3.57040, 0.68259], [3.04021, 2.38580, 2.93646], [-3.21599, -2.98909, -7.21025], [-8.11411, 1.13947, -2.89515], [-4.49834, 2.44940, -1.20856], [-7.11116, -0.32440, -2.87494], [-6.28581, -2.09878, -9.30828], [1.76665, 4.62194, 4.45425], [-5.69956, -0.34410, -4.77799], [-3.03560, -3.62750, 1.26105], [-6.44908, -3.80780, -5.84339], [1.93339, 1.86937, -4.11850], [0.29487, 0.19744, 0.15517], [-2.46673, -3.47829, -5.00140], [1.66324, 1.20612, -2.90533]],
  "forces_ev_per_angstrom": [[-0.26, -0.05, -0.10], [-0.04, -0.13, -0.04], [0.00, 0.02, 0.05], [-0.03, 0.03, -0.02], [-0.03, 0.00, -0.04], [0.13, -0.09, -0.22], [0.24, 0.09, 0.22], [-0.02, 0.08, 0.06], [-0.06, 0.06, -0.16], [-0.07, 0.03, -0.06], [0.06, 0.01, 0.11], [0.01, -0.01, -0.01], [-0.05, 0.25, 0.02], [-0.11, 0.00, -0.09], [0.04, 0.04, -0.09], [0.04, 0.00, 0.01], [0.00, 0.15, 0.07], [-0.03, -0.04, -0.01], [0.00, 0.00, 0.00], [0.01, 0.05, -0.17], [-0.13, -0.01, 0.23], [0.30, -0.23, 0.28], [0.12, -0.11, 0.19], [-0.04, 0.12, 0.03], [0.03, 0.03, 0.06], [-0.02, -0.03, -0.01], [0.02, -0.05, 0.08], [0.14, -0.09, 0.26], [0.08, -0.03, -0.16], [-0.01, -0.03, 0.01], [0.03, 0.01, 0.02], [0.02, 0.02, 0.00], [0.01, -0.13, 0.34], [-0.06, 0.10, 0.18], [0.21, -0.18, 0.08], [0.00, -0.02, 0.01], [0.00, -0.10, 0.03], [-0.26, -0.22, 0.11], [0.01, 0.01, 0.01], [-0.03, 0.00, -0.09], [0.06, 0.00, -0.13], [-0.37, 0.28, -0.23], [-0.30, -0.17, -0.24], [-0.09, 0.12, -0.10], [0.09, 0.04, -0.08], [0.12, -0.11, -0.06], [0.08, -0.02, 0.06], [0.11, 0.09, -0.04], [-0.07, -0.05, 0.07], [-0.03, 0.06, -0.02], [-0.09, -0.06, 0.00], [0.04, 0.02, 0.02], [-0.06, 0.08, -0.04], [-0.21, 0.79, -0.04], [0.17, -0.12, -0.18], [0.10, 0.22, 0.27], [0.00, -0.08, -0.04], [0.06, 0.02, 0.03], [-0.03, -0.02, -0.07], [0.03, -0.06, 0.06], [0.12, 0.05, 0.13], [-0.11, 0.21, -0.19], [-0.17, 0.09, 0.17], [-0.02, 0.01, -0.04], [-0.12, 0.09, -0.03], [0.16, 0.02, -0.05], [-0.03, 0.02, 0.01], [-0.02, 0.04, -0.10], [0.00, 0.00, -0.01], [0.18, -0.25, -0.10], [0.12, -0.01, 0.01], [0.01, -0.03, -0.11], [0.02, 0.01, 0.01], [-0.16, 0.06, -0.07], [-0.02, 0.08, 0.27], [0.06, 0.05, 0.01], [-0.24, -0.05, 0.45], [-0.09, 0.24, 0.04], [-0.02, 0.02, 0.00], [0.21, 0.02, -0.12], [0.02, 0.04, 0.09], [0.18, -0.16, -0.13], [-0.19, -0.57, 0.40], [0.05, -0.06, -0.09], [-0.02, -0.06, -0.04], [-0.03, 0.06, -0.08], [0.75, 0.33, 0.59], [0.01, 0.03, 0.02], [0.02, 0.36, 0.04], [-0.02, -0.01, 0.01], [-0.06, -0.04, 0.09], [-0.02, -0.04, 0.00], [0.20, -0.13, 0.23], [0.01, 0.00, -0.04], [0.33, -0.29, 0.14], [-0.29, -0.01, -0.17], [0.21, -0.21, -0.13], [0.07, -0.08, -0.07], [0.00, -0.02, -0.05], [-0.02, -0.02, 0.01], [-0.03, 0.06, -0.10], [-0.02, -0.01, 0.01], [0.00, 0.00, -0.02], [0.01, 0.01, 0.00], [0.00, -0.01, -0.05], [0.02, -0.03, 0.04], [-0.03, 0.01, 0.00], [-0.12, -0.02, 0.22], [-0.77, -0.59, -1.32], [-0.07, -0.05, -0.05], [0.03, 0.24, -0.25]],
  "lowdin_charge": [-0.13, 0.12, -0.07, 0.12, 0.11, 0.05, -0.11, 0.08, -0.04, -0.12, -0.13, 0.10, -0.14, 0.00, 0.12, 0.12, -0.13, 0.12, 0.11, -0.01, -0.14, -0.56, -0.12, -0.08, 0.11, -0.08, 0.06, 0.08, -0.01, 0.08, 0.12, 0.10, 0.76, 0.06, -0.09, -0.07, -0.11, -0.18, 0.10, 0.05, 0.14, -0.60, 0.07, -0.02, 0.14, -0.11, -0.09, -0.06, 0.00, 0.08, 0.05, 0.08, 0.14, -0.21, -0.15, -0.03, 0.10, 0.10, 0.14, 0.09, -0.19, -0.35, -0.24, 0.12, 0.14, -0.23, 0.10, -0.01, 0.12, -0.12, -0.16, -0.08, 0.11, 0.10, -0.08, 0.11, -0.07, -0.14, 0.12, -0.16, -0.12, -0.02, -0.06, -0.10, 0.10, 0.19, -0.20, 0.12, -0.10, 0.10, 0.01, 0.09, 0.07, 0.14, -0.07, -0.75, -0.10, -0.08, 0.14, 0.08, 0.15, 0.06, 0.19, 0.08, 0.10, 0.10, 0.14, -0.14, 1.75, 0.06, -0.14]
}

---

2.
{
  "formula": "C26H31FFeN7O4S",
  "method": "wB97M-V/def2-TZVPD",
  "multiplicity": 2,
  "s_squared": 0.814,
  "lumo_ha": [-0.0269, -0.0308],
  "charge": 0,
  "gap_ev": [6.0, 5.9],
  "homo_energy_ev": [-6.69, -6.71],
  "symbols": ["H", "H", "H", "H", "O", "C", "O", "H", "H", "C", "N", "C", "O", "C", "C", "S", "H", "C", "C", "N", "H", "C", "H", "N", "H", "C", "C", "H", "H", "C", "C", "H", "C", "C", "H", "H", "H", "H", "H", "H", "C", "C", "H", "H", "C", "N", "H", "F", "H", "C", "C", "C", "H", "H", "C", "N", "H", "H", "C", "C", "C", "H", "N", "N", "C", "H", "O", "Fe", "H", "C", "H"],
  "coordinates": [[-2.84305, -0.48528, -3.20911], [-1.60473, 3.00043, 5.16721], [2.85437, -0.47945, 4.39971], [-2.94198, 2.01230, 2.08386], [-0.21304, -2.72901, -1.63447], [1.16313, 0.62580, 3.86963], [5.15062, 1.63589, -1.63666], [-1.66731, 0.28961, -4.28269], [-0.10596, 1.67076, -4.37671], [-2.29396, 2.73973, 1.59245], [-3.22466, -2.55379, 0.72159], [-2.38202, -1.53855, 0.52921], [0.99156, -1.26698, -0.40180], [-0.84315, 2.31909, 4.80290], [2.16250, -2.91200, -1.59978], [-1.54056, -0.83328, 1.78809], [-3.28628, -2.96894, 1.63434], [-1.78062, -0.33787, -3.40420], [-0.01311, 1.23060, -2.27510], [0.60528, 1.45789, -1.10106], [2.47034, -3.61929, -0.83256], [1.84201, -1.64071, 2.93849], [-2.91970, 3.53637, 1.18156], [4.61150, -0.36633, -0.69092], [0.28026, 3.72461, 1.10767], [3.32295, 0.35179, 2.50939], [-0.31333, 4.27279, 1.83891], [2.05871, 2.42132, -0.05576], [-1.84679, 3.94837, 3.26975], [3.81482, 0.09519, -2.85928], [0.84018, -2.25239, -1.17643], [2.69505, -2.30401, 2.78181], [-0.17658, 1.49818, 5.69769], [4.58678, 0.56733, -1.71638], [-0.41790, 1.51871, 6.75224], [2.90742, 0.43928, 1.50528], [5.10526, -0.09686, 0.14920], [1.39749, 0.06594, 5.91071], [1.15323, -2.11233, 3.64254], [-3.80560, -2.90207, -0.02151], [3.14976, -1.05998, -2.81586], [-0.55303, 2.31799, 3.44492], [2.54552, -1.39176, -3.65032], [-1.33543, -1.31597, -3.61066], [1.62973, 2.29880, -1.04440], [-1.38690, -0.12272, -1.00701], [4.21475, -0.27856, 2.45846], [3.79705, 0.86713, -3.95580], [-1.98911, -1.95972, -1.36712], [-1.27445, 3.33197, 2.56929], [2.09982, 2.95943, -2.17092], [0.42804, 1.41800, 2.95373], [-0.87272, 5.05427, 1.31857], [1.81784, 3.22875, -4.27941], [0.39492, 1.85977, -3.43892], [3.20961, -1.90822, -1.73603], [3.61499, 1.34904, 2.84432], [2.03531, -3.43801, -2.54392], [2.31375, -0.28413, 3.46787], [3.94704, -1.58208, -0.60811], [0.83331, 0.68234, 5.21857], [1.33864, -1.53559, 1.97816], [-2.28527, -1.15490, -0.80130], [0.69303, 1.37375, 1.60187], [1.46916, 2.73823, -3.38096], [-1.79993, 2.24365, 0.75501], [4.03007, -2.29343, 0.36386], [-0.05218, 0.31629, 0.42239], [0.37215, 4.75104, 2.54028], [-1.12050, 0.24537, -2.20192], [2.96055, 3.60725, -2.09210]],
  "forces_ev_per_angstrom": [[0.01, -0.01, 0.01], [0.00, 0.00, 0.00], [0.00, 0.00, 0.00], [0.00, 0.00, 0.00], [-0.02, 0.01, 0.00], [-0.01, 0.01, 0.01], [-0.01, 0.00, 0.00], [0.01, 0.01, 0.00], [0.00, 0.00, 0.00], [-0.01, 0.00, -0.01], [0.00, -0.02, 0.00], [-0.03, 0.01, 0.01], [-0.11, 0.16, 0.13], [-0.02, 0.01, 0.00], [0.01, 0.01, 0.00], [0.05, 0.04, 0.02], [-0.01, 0.00, 0.01], [0.01, -0.01, 0.00], [0.02, 0.03, 0.02], [0.03, -0.03, -0.04], [0.00, 0.00, 0.00], [0.00, -0.01, 0.00], [-0.01, 0.01, 0.00], [-0.01, -0.01, -0.01], [-0.01, 0.00, 0.01], [0.01, 0.00, -0.01], [0.01, 0.01, -0.01], [0.00, -0.01, 0.00], [0.00, 0.00, 0.00], [-0.01, 0.00, 0.00], [-0.01, 0.02, -0.01], [0.00, 0.00, 0.01], [0.00, 0.01, -0.01], [0.02, -0.01, 0.00], [0.00, 0.00, 0.00], [-0.01, 0.01, 0.02], [0.00, 0.00, 0.00], [0.00, 0.00, 0.01], [0.00, 0.00, 0.00], [0.00, 0.01, -0.01], [0.00, 0.00, -0.01], [0.01, 0.00, 0.01], [0.00, 0.00, 0.00], [-0.01, 0.01, -0.01], [-0.02, -0.01, 0.02], [0.02, 0.04, 0.07], [0.00, 0.00, 0.01], [-0.01, 0.00, 0.00], [0.06, -0.05, -0.06], [0.01, -0.01, -0.01], [-0.02, 0.00, -0.03], [0.03, -0.05, 0.03], [0.00, 0.01, 0.00], [0.00, 0.00, 0.00], [-0.01, 0.00, 0.01], [-0.02, -0.01, 0.00], [0.00, 0.00, 0.01], [-0.01, 0.00, 0.01], [-0.01, 0.01, -0.01], [0.01, 0.02, 0.02], [0.02, -0.01, 0.00], [0.00, 0.00, 0.01], [-0.01, 0.04, 0.07], [-0.65, -0.77, -1.02], [0.02, 0.00, 0.02], [0.01, 0.00, 0.01], [0.00, -0.01, -0.01], [0.66, 0.55, 0.72], [0.00, 0.00, 0.00], [0.01, 0.00, -0.01], [0.00, 0.00, 0.00]],
  "mulliken_spin": [0.00, 0.00, 0.00, 0.00, 0.00, 0.02, 0.00, 0.00, 0.00, 0.03, 0.00, 0.02, -0.01, -0.01, 0.00, -0.02, 0.00, 0.00, 0.01, 0.00, 0.00, 0.01, 0.00, 0.00, 0.00, 0.01, 0.00, 0.00, 0.00, 0.00, 0.00, 0.00, 0.02, 0.00, 0.00, -0.01, 0.00, 0.00, 0.00, 0.00, 0.00, -0.01, 0.00, 0.00, 0.01, -0.03, 0.00, 0.00, 0.00, 0.00, 0.00, -0.03, 0.00, 0.00, 0.00, 0.00, 0.00, 0.00, 0.00, 0.00, -0.01, 0.00, 0.00, 0.27, 0.00, 0.00, 0.00, 0.72, 0.00, 0.01, 0.00]
}

---

Number 1: F_max 1.64 eV Å⁻¹. Number 2: F_max 1.43 eV Å⁻¹.